w:
Entry from the OMol25 dataset: a structure of composition C37H43N6ORbS4 (ωB97M-V/def2-TZVPD).

Output
Highest occupied orbital energy   -1.8 eV
Net charge   -2
Frontier orbital gap   5.3008 eV

Each line ends with the Löwdin charge.
Atoms and positions in Å:
Rb1 -0.344 0.027 0.461  0.628
C1 3.532 0.301 -1.456  -0.105
N1 2.747 0.717 -0.301  -0.185
C2 3.329 0.231 0.937  -0.200
C3 3.086 -1.269 1.129  -0.201
N2 1.996 -1.538 2.049  -0.193
C4 1.592 -2.935 1.976  -0.103
C5 2.156 -1.062 3.389  -0.277
C6 3.418 -0.725 3.874  -0.060
C7 3.607 -0.208 5.150  -0.131
C8 2.499 -0.039 5.967  -0.140
C9 1.241 -0.382 5.502  -0.158
C10 1.006 -0.895 4.213  -0.693
S1 -0.622 -1.250 3.712  0.435
C11 2.444 2.116 -0.344  -0.285
C12 3.054 3.002 0.546  -0.042
C13 2.763 4.358 0.542  -0.118
C14 1.859 4.845 -0.391  -0.127
C15 1.255 3.977 -1.283  -0.136
C16 1.506 2.596 -1.292  -0.663
S2 0.642 1.569 -2.420  0.500
H1 4.553 0.717 -1.404  0.089
H2 3.040 0.637 -2.366  0.031
H3 3.605 -0.788 -1.493  0.065
H4 2.863 0.757 1.770  0.110
H5 4.411 0.449 0.988  0.120
H6 4.016 -1.788 1.427  0.112
H7 2.790 -1.704 0.172  0.095
H8 2.441 -3.607 2.192  0.087
H9 1.211 -3.152 0.975  0.069
H10 0.789 -3.115 2.688  0.026
H11 4.284 -0.846 3.235  0.092
H12 4.601 0.062 5.486  0.080
H13 2.611 0.371 6.966  0.084
H14 0.372 -0.241 6.134  0.079
H15 3.764 2.627 1.272  0.098
H16 3.218 5.014 1.274  0.090
H17 1.600 5.897 -0.404  0.090
H18 0.527 4.349 -1.993  0.086
C17 -0.474 2.344 3.026  -0.232
N3 -1.454 2.201 1.965  -0.065
C18 -2.662 2.482 2.262  -0.143
C19 -3.798 2.419 1.376  -0.343
C20 -5.062 2.926 1.702  -0.109
C21 -5.873 2.706 0.582  -0.148
C22 -5.048 2.072 -0.351  -0.233
N4 -3.797 1.885 0.115  0.013
C23 0.069 3.747 3.191  -0.190
C24 1.017 3.982 4.189  -0.044
C25 1.561 5.242 4.370  -0.107
C26 1.165 6.297 3.553  -0.125
C27 0.229 6.069 2.557  -0.104
C28 -0.314 4.802 2.374  -0.033
H19 0.382 1.696 2.805  0.084
H20 -0.861 1.981 3.987  0.112
H21 -2.913 2.824 3.279  0.129
H22 -5.332 3.397 2.637  0.079
H23 -6.914 2.965 0.455  0.062
H24 -5.325 1.721 -1.339  0.080
H25 1.335 3.154 4.816  0.112
H26 2.299 5.404 5.148  0.090
H27 1.591 7.284 3.690  0.086
H28 -0.075 6.878 1.903  0.096
H29 -1.028 4.620 1.582  0.113
C29 0.870 -3.893 -2.695  -0.260
S3 0.680 -2.173 -2.187  0.773
C30 -0.124 -1.612 -3.682  -0.278
O1 -0.365 -2.212 -1.117  -0.675
H30 -0.115 -4.292 -2.941  0.057
H31 1.291 -4.431 -1.846  0.043
H32 1.544 -3.954 -3.549  0.047
H33 0.569 -1.729 -4.517  0.060
H34 -0.341 -0.555 -3.539  -0.024
H35 -1.048 -2.171 -3.827  0.011
N5 -3.295 -0.581 -1.313  0.100
C31 -3.434 -0.299 -2.611  -0.893
S4 -3.794 -1.495 -3.755  0.536
N6 -3.239 1.013 -2.894  0.068
C32 -3.323 1.653 -4.149  -0.252
C33 -2.304 2.529 -4.506  -0.021
C34 -2.379 3.220 -5.707  -0.095
C35 -3.458 3.035 -6.560  -0.123
C36 -4.473 2.159 -6.196  -0.105
C37 -4.415 1.474 -4.992  -0.061
H36 -3.402 -1.542 -1.043  0.089
H37 -3.350 0.187 -0.617  0.056
H38 -2.891 1.577 -2.125  0.124
H39 -1.446 2.636 -3.849  0.044
H40 -1.577 3.895 -5.979  0.096
H41 -3.510 3.570 -7.501  0.086
H42 -5.323 2.011 -6.851  0.091
H43 -5.202 0.795 -4.702  0.082

x:
Entry from the OMol25 dataset: a structure of composition C37H43N6ORbS4 (ωB97M-V/def2-TZVPD).

Output
Highest occupied orbital energy   -1.4 eV
Net charge   -2
Frontier orbital gap   4.9176 eV

Each line ends with the Löwdin charge.
Atoms and positions in Å:
Rb1 0.794 -0.764 0.838  0.667
C1 0.695 1.967 3.197  -0.111
N1 1.564 2.064 2.037  -0.203
C2 1.622 3.412 1.460  -0.173
C3 0.281 4.099 1.126  -0.166
N2 -0.526 3.640 0.024  -0.129
C4 -1.143 2.348 0.212  -0.116
C5 -0.366 4.188 -1.262  -0.268
C6 0.887 4.691 -1.631  -0.053
C7 1.124 5.282 -2.863  -0.134
C8 0.086 5.358 -3.780  -0.149
C9 -1.161 4.863 -3.432  -0.182
C10 -1.453 4.293 -2.181  -0.702
S1 -3.106 3.793 -1.870  0.413
C11 2.881 1.531 2.221  -0.308
C12 3.426 1.438 3.502  -0.050
C13 4.691 0.916 3.727  -0.125
C14 5.439 0.487 2.642  -0.131
C15 4.914 0.576 1.364  -0.153
C16 3.630 1.083 1.098  -0.703
S2 3.040 1.100 -0.556  0.428
H1 0.925 2.702 3.987  0.090
H2 0.772 0.970 3.634  0.084
H3 -0.343 2.115 2.906  0.045
H4 2.247 3.341 0.572  0.056
H5 2.127 4.082 2.184  0.124
H6 0.523 5.150 0.947  0.119
H7 -0.349 4.083 2.025  0.113
H8 -1.765 2.108 -0.643  -0.003
H9 -1.786 2.364 1.101  0.086
H10 -0.389 1.567 0.337  0.022
H11 1.714 4.578 -0.945  0.089
H12 2.115 5.648 -3.105  0.082
H13 0.238 5.801 -4.759  0.078
H14 -1.986 4.935 -4.131  0.069
H15 2.841 1.779 4.346  0.093
H16 5.076 0.842 4.737  0.084
H17 6.429 0.068 2.787  0.086
H18 5.488 0.227 0.515  0.079
C17 -0.864 -4.056 -0.571  -0.199
N3 -0.524 -3.488 0.711  -0.048
C18 -0.193 -4.299 1.648  -0.141
C19 0.319 -3.922 2.929  -0.377
C20 0.612 -4.796 3.989  -0.102
C21 1.128 -3.999 5.010  -0.140
C22 1.112 -2.687 4.507  -0.217
N4 0.635 -2.627 3.257  -0.032
C23 0.231 -3.866 -1.600  -0.214
C24 1.544 -3.596 -1.236  -0.048
C25 2.521 -3.394 -2.204  -0.072
C26 2.203 -3.494 -3.549  -0.107
C27 0.898 -3.785 -3.923  -0.111
C28 -0.079 -3.959 -2.955  -0.073
H19 -1.755 -3.554 -0.960  0.087
H20 -1.089 -5.133 -0.490  0.117
H21 -0.279 -5.385 1.480  0.120
H22 0.465 -5.867 3.992  0.079
H23 1.469 -4.314 5.986  0.066
H24 1.446 -1.788 5.010  0.086
H25 1.795 -3.528 -0.184  0.101
H26 3.528 -3.137 -1.900  0.107
H27 2.962 -3.321 -4.303  0.095
H28 0.635 -3.850 -4.972  0.097
H29 -1.107 -4.148 -3.249  0.112
C29 -1.162 -0.557 -4.144  -0.243
S3 -0.024 -0.440 -2.755  0.814
C30 0.123 1.337 -2.775  -0.256
O1 -0.848 -0.803 -1.556  -0.614
H30 -2.033 0.054 -3.909  0.046
H31 -1.446 -1.602 -4.250  0.034
H32 -0.671 -0.201 -5.050  0.053
H33 0.611 1.636 -3.705  0.072
H34 0.750 1.621 -1.930  -0.009
H35 -0.869 1.788 -2.704  0.046
N5 -2.019 -1.455 2.464  0.108
C31 -2.797 -0.382 2.619  -0.923
S4 -2.849 0.490 4.060  0.524
N6 -3.564 0.032 1.574  0.050
C32 -3.763 -0.516 0.290  -0.225
C33 -3.846 -1.884 0.050  -0.042
C34 -4.114 -2.338 -1.234  -0.110
C35 -4.306 -1.448 -2.280  -0.108
C36 -4.231 -0.084 -2.031  -0.089
C37 -3.962 0.381 -0.758  -0.035
H36 -1.360 -1.696 3.195  0.061
H37 -1.839 -1.891 1.566  0.040
H38 -3.952 0.951 1.725  0.112
H39 -3.729 -2.597 0.856  0.112
H40 -4.179 -3.407 -1.406  0.097
H41 -4.507 -1.816 -3.279  0.094
H42 -4.353 0.645 -2.823  0.099
H43 -3.871 1.452 -0.598  0.054

Short version: w, x, most stable first.

w:
Entry from the OMol25 dataset: a cluster of 10 separate species, C4H27NO11 in total (ωB97M-V/def2-TZVPD).

Output
Highest occupied orbital energy   -10.0 eV
Frontier orbital gap   10.2484 eV

Each line ends with the Löwdin charge.
Atoms and positions in Å:
C1 -0.031 -0.051 -1.075  -0.167
N1 0.876 -0.856 -0.244  0.074
C2 0.565 -1.222 1.050  -0.593
O1 -0.712 -1.422 1.348  0.059
O2 1.438 -1.355 1.895  0.060
C3 0.251 -0.219 -2.565  -0.219
C4 1.467 0.564 -3.055  -0.097
H1 -1.042 -0.339 -0.882  0.091
H2 0.081 0.997 -0.799  0.111
H3 1.846 -0.601 -0.356  0.115
H4 -1.286 -1.979 0.671  0.065
H5 -0.640 0.087 -3.118  0.114
H6 0.390 -1.276 -2.777  0.092
H7 2.374 0.233 -2.547  0.058
H8 1.615 0.418 -4.131  0.074
H9 1.342 1.626 -2.868  0.064
H10 0.737 -2.654 -1.177  0.006
H11 0.700 -4.190 -1.091  0.067
O3 0.326 -3.436 -1.550  -0.038
H12 -1.135 1.650 2.075  0.021
H13 -1.695 0.209 2.109  0.036
O4 -1.970 1.139 2.145  -0.060
H14 -1.353 -3.042 -0.897  0.046
H15 -2.673 -2.139 -0.779  0.034
O5 -2.087 -2.770 -0.287  -0.045
H16 0.370 3.353 2.476  0.079
H17 0.769 2.872 1.049  0.019
O6 0.505 2.557 1.948  -0.067
H18 -3.211 1.173 0.939  0.014
H19 -3.901 2.105 -0.107  0.057
O7 -3.890 1.203 0.221  -0.065
H20 -4.556 -1.178 -1.636  0.060
H21 -3.725 -0.107 -0.884  0.004
O8 -3.657 -0.861 -1.512  -0.069
H22 2.012 1.523 2.337  0.027
H23 2.498 0.053 2.314  0.027
O9 2.814 0.973 2.266  -0.051
H24 3.210 1.065 0.745  0.010
H25 4.218 1.107 -0.460  0.065
O10 3.281 1.151 -0.257  -0.090
H26 2.115 2.410 -0.527  0.009
H27 1.997 3.961 -0.547  0.072
O11 1.472 3.154 -0.479  -0.069

x:
Entry from the OMol25 dataset: a cluster of 10 separate species, C4H27NO11 in total (ωB97M-V/def2-TZVPD).

Output
Highest occupied orbital energy   -9.3 eV
Frontier orbital gap   9.3348 eV

Each line ends with the Löwdin charge.
Atoms and positions in Å:
C1 0.507 0.025 -2.921  -0.285
N1 -0.265 0.211 -1.797  0.056
C2 -1.425 -1.541 -0.543  -0.048
C3 -0.227 -0.569 -0.556  -0.348
C4 1.041 -1.368 -0.113  -0.188
O1 0.847 -1.209 1.326  -0.151
O2 1.362 -0.887 -2.996  -0.054
H1 0.249 0.671 -3.762  0.133
H2 -1.081 0.941 -1.691  0.182
H3 -2.310 -1.053 -0.867  0.041
H4 -1.579 -1.802 0.499  0.047
H5 -1.156 -2.512 -1.162  0.126
H6 -0.427 0.150 0.313  0.126
H7 1.264 -2.428 -0.374  0.099
H8 1.979 -0.758 -0.499  0.117
H9 0.560 -2.098 1.792  0.115
H10 -0.232 -0.287 2.987  -0.066
H11 -1.070 0.626 3.931  0.079
O3 -0.491 -0.209 3.851  -0.058
H12 -0.926 -2.307 3.743  0.081
H13 -1.553 -1.866 2.491  0.008
O4 -1.238 -2.704 2.860  -0.096
H14 -2.305 1.615 2.100  -0.014
H15 -1.093 2.495 2.009  -0.005
O5 -1.700 2.106 2.633  -0.045
H16 -3.691 0.662 0.411  0.048
H17 -3.205 2.143 0.073  0.062
O6 -2.968 1.250 0.291  -0.013
H18 -0.325 3.772 -1.234  0.053
H19 0.644 4.081 -2.224  -0.039
O7 -0.182 4.405 -2.035  -0.065
H20 2.992 1.855 -0.360  0.080
H21 2.853 1.064 -1.699  -0.032
O8 2.348 1.607 -1.083  -0.093
H22 1.075 3.309 0.779  -0.037
H23 0.731 1.887 0.779  0.130
O9 0.340 2.863 0.628  -0.033
H24 0.295 -4.698 -0.415  0.078
H25 -0.378 -4.215 0.876  0.068
O10 0.347 -3.972 0.249  -0.090
H26 3.402 -0.957 -2.220  0.062
H27 3.278 -0.186 -3.456  0.036
O11 3.713 -0.112 -2.614  -0.065

Short version: w, x, most stable first.

w:
Entry from the OMol25 dataset: a cluster of 2 separate species, C5H8O3S in total (ωB97M-V/def2-TZVPD).

Output
Highest occupied orbital energy   -8.8 eV
Frontier orbital gap   9.0694 eV

Each line ends with the Löwdin charge.
Atoms and positions in Å:
C1 -0.039 -1.432 0.155  -0.270
C2 2.309 -0.074 -1.341  -0.138
C3 -0.761 -0.391 0.340  -0.375
C4 -1.066 0.227 1.661  -0.030
C5 -1.460 0.126 -0.947  -0.011
O1 0.498 -2.418 -0.061  0.232
O2 0.845 1.695 -0.087  -0.314
O3 2.112 0.080 1.301  -0.270
S1 1.572 0.504 0.093  0.639
H1 2.788 -0.990 -1.177  -0.003
H2 1.595 0.165 -2.145  0.031
H3 -1.692 -0.452 2.153  0.071
H4 -1.728 1.051 1.524  0.078
H5 -0.137 0.575 2.214  0.108
H6 -1.671 -0.393 -1.833  0.062
H7 -0.764 0.983 -1.171  0.072
H8 -2.402 0.743 -0.679  0.117

x:
Entry from the OMol25 dataset: the molecule C5H8O3S (ωB97M-V/def2-TZVPD).

Output
Highest occupied orbital energy   -9.4 eV
Frontier orbital gap   8.7703 eV

Each line ends with the Löwdin charge.
Atoms and positions in Å:
C1 1.706 -0.102 0.855  -0.155
C2 0.240 -0.889 0.036  -0.338
C3 -0.738 1.132 -0.858  -0.018
C4 -2.253 -0.716 0.284  -0.047
C5 -0.897 0.041 0.266  -0.328
O1 0.472 -1.947 -0.409  0.151
O2 4.183 0.465 0.656  -0.329
O3 2.964 0.526 -1.488  -0.320
S1 3.043 0.119 -0.104  0.728
H1 2.067 -0.606 1.798  0.074
H2 -0.926 0.720 -1.770  0.062
H3 -1.464 1.912 -0.588  0.102
H4 0.179 1.528 -0.792  0.027
H5 -3.075 -0.088 0.050  0.063
H6 -2.232 -1.547 -0.349  0.053
H7 -2.584 -1.268 1.203  0.099
H8 -0.685 0.719 1.209  0.174

Short version: x, w, most stable first.

w:
Entry from the OMol25 dataset: the molecule C2H3NS3 (ωB97M-V/def2-TZVPD).

Output
Highest occupied orbital energy   -8.7 eV
Frontier orbital gap   7.4191 eV

Each line ends with the Löwdin charge.
Atoms and positions in Å:
C1 -0.460 0.103 0.263  -0.886
C2 0.898 -0.626 -0.194  -1.202
H1 -0.490 0.344 -1.768  -0.004
H2 -1.820 1.234 -0.828  0.157
H3 0.785 -0.113 2.020  -0.158
N1 -0.973 0.562 -0.907  0.020
S1 -0.981 0.420 1.796  0.685
S2 1.686 -1.130 1.314  0.650
S3 1.356 -0.794 -1.695  0.737

x:
Entry from the OMol25 dataset: a cluster of 2 separate species, C2H3NS3 in total (ωB97M-V/def2-TZVPD).

Output
Highest occupied orbital energy   -8.8 eV
Frontier orbital gap   7.9510 eV

Each line ends with the Löwdin charge.
Atoms and positions in Å:
C1 1.736 -1.042 0.455  -1.395
C2 -1.189 1.558 -0.604  -0.317
N1 -0.634 -0.837 -0.090  -0.449
S1 1.896 -0.426 1.916  0.644
S2 2.208 -1.803 -0.833  0.689
S3 -1.634 0.269 0.330  0.874
H1 -1.560 2.497 -0.528  -0.041
H2 -0.147 1.502 -0.967  0.035
H3 -0.674 -1.718 0.321  -0.039

Short version: w, x, most stable first.

w:
Entry from the OMol25 dataset: the ion C8H13N4 with charge +1 (ωB97M-V/def2-TZVPD).

Output
Highest occupied orbital energy   -13.5 eV
Net charge   +1
Frontier orbital gap   10.8052 eV

Each line ends with the Löwdin charge.
Atoms and positions in Å:
C1 2.605 0.099 -0.189  -0.367
C2 -0.086 1.110 -0.495  -0.222
C3 2.311 1.080 2.175  0.088
C4 2.003 -1.330 -0.378  -0.069
C5 -1.527 1.632 -0.355  -0.111
C6 -2.061 1.059 0.963  -0.172
C7 0.424 -1.334 -0.455  -0.072
C8 -1.595 -0.292 0.808  -0.147
N1 2.532 0.590 1.148  -0.005
N2 2.155 1.052 -1.090  0.011
N3 0.915 1.607 -1.052  0.144
N4 -0.164 -0.207 0.343  -0.022
H1 3.639 0.118 -0.421  0.152
H2 2.472 -1.773 -1.296  0.137
H3 2.385 -2.131 0.349  0.146
H4 -1.504 2.792 -0.473  0.167
H5 -1.998 1.177 -1.277  0.142
H6 -1.636 1.760 1.657  0.124
H7 -3.236 1.081 0.859  0.183
H8 0.323 -1.129 -1.528  0.141
H9 0.013 -2.242 -0.073  0.124
H10 -1.599 -1.049 1.639  0.166
H11 -2.262 -0.624 0.014  0.141
H12 2.804 1.711 -1.488  0.155
H13 0.553 -0.049 1.143  0.162

x:
Entry from the OMol25 dataset: a structure of composition C8H13N4 (ωB97M-V/def2-TZVPD).

Output
Highest occupied orbital energy   -11.4 eV
Net charge   +1
Frontier orbital gap   8.3253 eV

Each line ends with the Löwdin charge.
Atoms and positions in Å:
C1 -2.400 -1.056 0.192  -0.032
C2 -2.156 1.074 -0.078  0.003
C3 -1.011 -0.808 0.270  -0.143
C4 -0.849 0.626 0.069  -0.205
C5 0.078 -1.746 0.255  -0.045
C6 0.469 1.254 0.156  0.016
C7 1.883 -0.126 -0.215  -0.437
C8 2.668 0.118 -1.474  -0.044
N1 1.249 -1.330 -0.032  0.056
N2 -3.065 0.047 0.031  -0.225
N3 -4.404 0.082 -0.059  0.094
N4 2.888 -0.080 0.889  0.227
H1 -2.835 -2.010 0.356  0.134
H2 -2.590 2.048 -0.188  0.124
H3 0.040 -2.763 0.514  0.115
H4 0.680 2.267 -0.356  0.119
H5 0.791 1.380 1.278  0.109
H6 3.472 -0.672 -1.626  0.110
H7 3.179 1.058 -1.603  0.075
H8 2.006 0.092 -2.448  0.142
H9 -4.749 -0.694 0.582  0.141
H10 -4.735 1.103 0.165  0.162
H11 3.778 -0.154 0.431  0.143
H12 2.564 -0.615 1.693  0.179
H13 3.052 0.904 1.194  0.179

Short version: w, x, most stable first.

w:
Entry from the OMol25 dataset: a structure of composition C2H3O3S2 (ωB97M-V/def2-TZVPD).

Output
Highest occupied orbital energy (alpha / beta)   -2.6 / -2.6 eV
Net charge   -1
Frontier orbital gap (alpha / beta)   5.6366 / 5.6381 eV

Each line ends with the Löwdin charge.
Atoms and positions in Å:
C1 0.370 -1.970 -1.471  -0.502
C2 0.470 0.499 -0.154  -0.828
O1 0.600 -2.403 -0.425  0.167
O2 0.230 -1.662 -2.572  0.189
O3 1.632 0.207 0.509  -0.079
S1 -2.128 2.611 1.303  -0.186
S2 -1.025 0.235 0.326  0.571
H1 0.708 0.693 -1.241  0.074
H2 1.375 -0.051 1.355  0.036
H3 -2.232 1.842 2.371  -0.442

x:
Entry from the OMol25 dataset: the ion C2H3O3S2 with charge -1 (ωB97M-V/def2-TZVPD).

Output
Highest occupied orbital energy   -4.6 eV
Net charge   -1
Frontier orbital gap   7.9809 eV

Each line ends with the Löwdin charge.
Atoms and positions in Å:
C1 0.795 -0.662 0.223  -0.791
C2 -0.168 0.482 -0.350  -1.048
O1 0.251 -1.602 0.792  -0.075
O2 1.973 -0.398 -0.042  -0.025
O3 0.563 1.393 -1.017  -0.134
S1 -1.474 -0.305 -1.334  0.691
S2 -1.064 1.275 1.219  0.603
H1 1.493 1.044 -0.864  0.093
H2 -1.442 -1.372 -0.533  -0.135
H3 -0.928 0.145 1.906  -0.178

Short version: x, w, most stable first.